[1]
13
Properties=species:S:1:pos:R:3:forces:R:3 method="wB97M-V/def2-TZVPD" e_homo_ev="-1.842 / -2.472" homo_lumo_gap_ev="5.15 / 5.64" multiplicity=4 s2=3.99 e_tot_ev=-49375.564 charge=-1
O 1.9660 0.1402 2.0433 0.377 0.261 0.105
C 0.6404 -0.1008 1.6912 0.664 3.486 4.107
H 2.5043 -0.6110 1.7715 -0.094 0.031 -0.291
H -0.0377 0.4889 2.3143 0.096 -0.176 0.021
C 0.2796 -0.5348 0.4357 0.494 -3.013 0.525
C -0.8529 -0.0478 -0.2985 -0.731 -1.712 -1.869
C -0.6226 0.7902 -1.5608 0.063 0.354 -0.158
O -0.7606 0.0348 -2.7388 0.077 -0.369 -0.107
Ni -0.9788 -1.6296 -1.8149 -0.119 1.511 0.576
H -1.7567 0.1907 0.2872 0.492 0.193 0.067
H 0.5579 -1.6184 0.9508 -1.158 -0.165 -3.019
H 0.3917 1.2475 -1.5124 -0.212 -0.138 -0.019
H -1.3305 1.6501 -1.5687 0.051 -0.263 0.062

[2]
11
Properties=species:S:1:pos:R:3:forces:R:3 method="wB97M-V/def2-TZVPD" e_homo_ev=-9.881 homo_lumo_gap_ev=10.30 smiles=C#CCCO e_tot_ev=-6289.147
C 2.0297 0.6421 0.7803 0.424 -0.202 0.363
C 0.9982 0.0693 0.5366 0.941 1.651 -0.450
C -0.0882 0.5011 -0.3712 -0.884 -0.394 -0.262
C -1.2499 -0.5265 -0.3553 0.196 0.747 -0.335
O -0.8914 -1.6094 0.4596 0.780 0.046 0.398
H 2.8627 1.2821 0.8588 0.707 -0.139 0.505
H 0.3906 0.6185 -1.3511 -0.409 -0.103 0.090
H -0.3748 1.5008 -0.0221 -0.229 -0.297 -0.223
H -1.4317 -0.8482 -1.3893 -0.137 -0.154 0.263
H -2.1470 -0.0172 0.0236 0.028 -0.324 -0.035
H 0.0104 -1.3536 0.8293 -1.417 -0.830 -0.313

[3]
11
Properties=species:S:1:pos:R:3:forces:R:3 method="wB97M-V/def2-TZVPD" e_homo_ev="-7.112 / -6.983" homo_lumo_gap_ev="7.68 / 7.41" e_tot_ev=-6287.070
C -1.3124 -0.7359 0.5436 -1.187 -1.911 1.360
C -1.1039 0.4643 -0.2382 1.369 4.636 -3.502
C -0.1729 -0.5895 1.2675 -2.005 -0.360 -1.735
C 0.0874 0.6575 0.3798 0.579 0.369 -0.001
O 1.0881 1.5563 0.3025 0.167 0.438 -0.303
H -2.2491 -1.3471 0.4418 1.446 0.145 0.723
H -1.5255 1.0637 -1.1416 0.468 -1.565 1.904
H 1.7861 -0.7946 -2.3191 -1.573 0.423 0.977
H 0.2669 -1.0902 2.0468 1.007 -0.969 1.638
H 1.1167 -0.6086 -1.9077 1.567 -0.421 -0.970
H 2.0185 1.4240 0.6246 -1.837 -0.787 -0.092

[4]
11
Properties=species:S:1:pos:R:3:forces:R:3 method="wB97M-V/def2-TZVPD" e_homo_ev=-9.994 homo_lumo_gap_ev=10.81 smiles="C=CCC=O" e_tot_ev=-6291.124
C -0.7358 -1.3077 1.2659 0.407 -0.575 0.556
C 0.1322 -0.5825 0.5676 0.846 -0.131 -0.105
C -0.2433 0.5137 -0.4132 0.037 -1.083 -0.654
C 0.8916 1.1154 -1.2529 0.747 1.875 0.784
O 0.6881 1.6859 -2.3133 0.779 -1.393 1.777
H -0.4135 -2.1256 1.9702 -0.334 1.038 -0.933
H -1.8058 -1.1272 1.1761 0.133 -0.055 0.089
H 1.2146 -0.8063 0.6292 -0.617 0.116 0.164
H -0.9595 0.0700 -1.1268 0.035 0.518 0.222
H -0.7229 1.3381 0.1182 0.003 0.142 -0.156
H 1.9543 1.2263 -0.6208 -2.036 -0.452 -1.744

[5]
11
Properties=species:S:1:pos:R:3:forces:R:3 method="wB97M-V/def2-TZVPD" e_homo_ev=-8.053 homo_lumo_gap_ev=8.80 smiles="C=C/C=C/O" e_tot_ev=-6290.493
C 2.3784 0.1988 -0.6508 -0.992 0.423 -0.501
C 1.0510 0.1728 -0.8538 -0.975 -1.234 0.026
C 0.1173 -0.2812 0.1858 0.513 -0.554 0.611
C -1.2205 -0.1872 0.0656 0.449 1.539 -1.460
O -2.1673 0.0325 0.9977 0.167 -0.844 0.848
H 3.0980 0.2618 -1.4546 -0.011 0.508 0.064
H 2.7010 0.2598 0.3757 0.402 -0.651 0.123
H 0.4705 0.3840 -1.7605 0.966 -0.093 -0.366
H 0.5964 -0.8940 0.9616 -0.356 0.999 0.585
H -1.6377 -0.0396 -0.9428 0.044 0.212 0.413
H -1.7319 0.2657 1.8368 -0.205 -0.307 -0.342

[6]
11
Properties=species:S:1:pos:R:3:forces:R:3 method="wB97M-V/def2-TZVPD" e_homo_ev=-9.962 homo_lumo_gap_ev=11.01 smiles=C#CCOC e_tot_ev=-6289.903
C -0.8178 2.2017 -1.2569 0.263 -0.320 0.232
C -0.1325 1.4243 -0.6441 -0.289 0.327 -0.253
C 0.7121 0.5009 0.1343 0.174 0.099 -0.117
O -0.0390 -0.2945 1.0185 -0.006 0.086 0.110
C -0.2145 -1.6470 0.6581 -0.050 -0.302 -0.079
H -1.4315 2.8914 -1.7939 0.115 -0.135 0.088
H 1.4226 1.0860 0.7304 -0.112 -0.032 -0.095
H 1.3036 -0.1190 -0.5551 -0.092 0.101 0.103
H 0.1173 -1.8486 -0.3686 -0.071 0.058 0.139
H -1.2756 -1.9067 0.7346 0.146 0.054 -0.008
H 0.3552 -2.2887 1.3427 -0.078 0.066 -0.121

[7]
11
Properties=species:S:1:pos:R:3:forces:R:3 method="wB97M-V/def2-TZVPD" e_homo_ev="-7.638 / -8.097" homo_lumo_gap_ev="7.88 / 8.81" e_tot_ev=-6287.485
O 0.4437 -1.2738 1.0162 1.187 -1.284 0.434
C -1.0725 -0.2035 -0.3834 -1.251 0.697 -0.999
C -0.4538 1.0633 -0.7142 -0.952 0.413 -0.692
C 0.7607 0.8286 0.0699 0.197 0.663 -0.226
C 1.2180 -0.1334 0.7739 0.170 -0.950 1.016
H 1.0212 -2.0015 0.7310 -0.381 -0.248 0.363
H -1.1022 -1.0144 -1.1142 0.514 0.166 0.455
H -1.8398 -0.2540 0.3895 0.650 -0.020 0.063
H -0.1697 1.1798 -1.7540 -0.268 0.254 -0.199
H -0.9645 1.9299 -0.3120 -0.181 0.264 -0.283
H 2.1587 -0.1210 1.2973 0.316 0.046 0.068

[8]
11
Properties=species:S:1:pos:R:3:forces:R:3 method="wB97M-V/def2-TZVPD" e_homo_ev=-9.533 homo_lumo_gap_ev=10.61 smiles="OCC1C=C1" e_tot_ev=-6289.750
O 1.9347 0.5250 -0.0622 0.285 0.289 -0.045
C 0.9101 -0.4298 0.1331 -0.288 -0.310 0.032
C -0.3493 0.0680 -0.5454 0.352 -0.075 0.276
C -1.7008 -0.3114 -0.0202 0.512 1.026 0.073
C -1.3362 0.9148 0.2038 -0.108 -1.146 -0.324
H 2.7526 0.1957 0.3235 -0.074 0.006 -0.043
H 1.2083 -1.3976 -0.3009 -0.060 0.089 0.065
H 0.7174 -0.5768 1.2068 -0.060 -0.019 -0.155
H -0.2094 0.2335 -1.6099 -0.040 0.017 -0.126
H -2.4075 -1.0995 0.0618 -0.377 -0.308 0.064
H -1.5197 1.8782 0.6096 -0.142 0.431 0.184

[9]
11
Properties=species:S:1:pos:R:3:forces:R:3 method="wB97M-V/def2-TZVPD" e_homo_ev=-8.706 homo_lumo_gap_ev=9.21 smiles="C=C=COC" e_tot_ev=-6287.390
C 1.0263 -1.2207 0.8193 0.674 -0.678 0.304
C 1.9056 -0.5509 0.0405 -0.693 0.081 -0.086
C 1.2223 0.4185 -0.5324 -0.460 0.035 0.057
O -0.1046 0.3946 0.1200 0.000 0.484 0.170
C -1.4142 0.6297 -0.3220 -0.226 0.351 -0.276
H 0.8260 -0.9718 1.8611 0.442 -0.245 0.036
H 0.4222 -2.0280 0.4049 0.251 -0.131 0.149
H 1.4507 1.2418 -1.2082 -0.230 -0.252 0.183
H -1.8370 -0.1781 -0.9420 0.344 0.172 -0.021
H -1.4864 1.5831 -0.8422 -0.192 0.090 -0.166
H -2.0109 0.6817 0.6009 0.091 0.092 -0.349

[10]
11
Properties=species:S:1:pos:R:3:forces:R:3 method="wB97M-V/def2-TZVPD" e_homo_ev=-9.391 homo_lumo_gap_ev=10.44 smiles="C=C=COC" e_tot_ev=-6289.995
C -0.0876 -0.0217 2.2429 -0.025 0.073 -0.116
C -0.2520 0.5575 1.0859 -0.013 -0.120 -0.034
C -0.4533 0.9880 -0.1331 0.044 0.070 0.288
O -0.7567 0.0907 -1.1319 -0.138 0.047 -0.063
C 0.3518 -0.5841 -1.7017 0.239 -0.177 -0.179
H -0.9375 -0.2140 2.8928 0.120 0.089 -0.021
H 0.8930 -0.3520 2.5763 -0.111 0.089 -0.015
H -0.4251 2.0376 -0.4250 -0.010 -0.152 0.131
H 1.2202 -0.5627 -1.0331 -0.162 -0.015 -0.082
H 0.6210 -0.1233 -2.6601 0.018 -0.060 0.110
H 0.0622 -1.6250 -1.8715 0.036 0.157 -0.020

[11]
11
Properties=species:S:1:pos:R:3:forces:R:3 method="wB97M-V/def2-TZVPD" e_homo_ev=-9.465 homo_lumo_gap_ev=10.51 smiles="C=C=COC" e_tot_ev=-6290.070
C 1.4093 -1.6782 0.9467 -0.025 0.122 -0.063
C 1.0853 -0.5757 0.3292 -0.015 -0.011 0.025
C 0.7141 0.5434 -0.2388 0.216 -0.233 0.012
O -0.4022 1.2122 0.2077 0.065 0.019 0.136
C -1.5548 0.9913 -0.5819 -0.304 -0.018 -0.163
H 2.0282 -1.6629 1.8406 -0.036 0.013 -0.141
H 1.0559 -2.6452 0.5961 0.056 0.137 0.023
H 1.2677 1.0031 -1.0595 -0.075 -0.098 0.131
H -1.6424 -0.0649 -0.8662 0.005 0.142 0.077
H -1.5476 1.6072 -1.4914 0.041 -0.078 0.092
H -2.4118 1.2689 0.0349 0.071 0.005 -0.130

[12]
11
Properties=species:S:1:pos:R:3:forces:R:3 method="wB97M-V/def2-TZVPD" e_homo_ev=-9.398 homo_lumo_gap_ev=10.51 e_tot_ev=-6288.346
O 2.7828 -0.1975 0.1748 2.470 -0.890 2.623
C 2.0666 0.0611 -0.6178 -1.989 0.903 -2.719
C -0.0941 0.1952 1.0223 -2.006 -0.659 0.148
C -0.7336 1.0557 -0.0025 0.217 0.937 -0.949
C -1.2019 -0.2536 0.4741 1.140 0.106 1.232
H 0.3830 -1.6417 -1.6931 -0.652 -0.016 0.484
H 0.4761 0.1906 1.9247 0.479 -0.122 0.011
H -1.2456 1.9687 0.2978 -0.108 0.003 -0.048
H -0.2608 1.1202 -0.9851 -0.080 0.108 0.071
H -2.0263 -0.9319 0.5471 -0.092 -0.169 -0.120
H -0.1463 -1.5668 -1.1423 0.620 -0.200 -0.733

[13]
11
Properties=species:S:1:pos:R:3:forces:R:3 method="wB97M-V/def2-TZVPD" e_homo_ev=-9.530 homo_lumo_gap_ev=10.41 smiles=C#CCOC e_tot_ev=-6288.889
C -0.9376 0.4396 1.6564 -0.618 0.615 0.364
C -0.6492 1.2943 0.8504 0.113 -1.040 0.312
C 0.3401 1.1966 -0.2434 0.191 -0.123 -0.198
O 0.9136 -0.0954 -0.0910 0.736 0.211 -0.633
C 0.2165 -1.1861 -0.6567 -0.005 -0.129 -0.246
H -1.0784 -0.3923 2.3003 -0.389 0.162 0.374
H 1.1643 1.9065 -0.1327 -0.214 -0.022 -0.029
H -0.1152 1.3249 -1.2340 0.068 0.018 0.121
H -0.7729 -0.9223 -1.0556 0.216 0.121 0.089
H 0.0700 -2.0027 0.0687 0.127 0.406 -0.016
H 0.8489 -1.5630 -1.4623 -0.224 -0.219 -0.138

[14]
11
Properties=species:S:1:pos:R:3:forces:R:3 method="wB97M-V/def2-TZVPD" e_homo_ev=-8.566 homo_lumo_gap_ev=9.48 smiles="C=CC(=C)O" e_tot_ev=-6290.262
C -0.2051 -0.1464 -1.9008 -1.445 -1.973 0.739
C 0.6355 0.0580 -0.8902 -1.456 1.309 -2.150
C 0.1591 0.0957 0.4360 -0.491 -2.533 3.807
C 0.5143 -0.8411 1.3329 -0.877 0.024 0.633
O -0.8874 0.8760 0.8070 -0.783 1.804 1.410
H -1.2132 -0.6122 -1.6636 1.056 1.156 -0.056
H -0.0119 -0.2567 -2.9449 0.753 0.431 -0.441
H 1.6184 0.3843 -0.9536 1.896 0.318 -0.813
H -0.2691 -0.9333 2.1085 1.011 -0.114 0.142
H 1.2805 -1.6071 1.3030 -0.034 0.333 -0.412
H -0.9286 1.0195 1.8268 0.371 -0.757 -2.860

[15]
11
Properties=species:S:1:pos:R:3:forces:R:3 method="wB97M-V/def2-TZVPD" e_homo_ev=-9.911 homo_lumo_gap_ev=10.41 smiles=C#CCOC e_tot_ev=-6288.008
C 0.2034 -1.4559 -1.8247 0.409 0.145 -0.497
C 0.2645 -0.2717 -1.4964 -0.320 -1.477 0.366
C -0.6661 -0.2907 -0.2123 -0.560 0.251 0.577
O 0.0856 -0.2003 0.9616 -0.339 0.415 -0.432
C 0.5702 1.1086 1.1882 0.217 -0.078 0.497
H 0.1108 -2.5114 -1.9569 0.221 -0.008 -0.412
H -1.2814 -1.1955 -0.0525 0.418 0.309 -0.437
H -1.3681 0.5236 -0.4272 0.068 0.170 0.674
H 1.1876 1.4638 0.3548 -0.123 -0.031 0.053
H 1.1739 1.0557 2.1035 -0.122 0.107 -0.305
H -0.2803 1.7738 1.3621 0.132 0.198 -0.084

[16]
11
Properties=species:S:1:pos:R:3:forces:R:3 method="wB97M-V/def2-TZVPD" e_homo_ev=-9.116 homo_lumo_gap_ev=8.73 e_tot_ev=-6286.267
C -0.0361 -0.6096 0.6747 -1.807 -0.817 1.715
C -0.0683 -1.0263 -0.7334 -0.210 -1.058 -1.002
C -1.6881 2.2691 0.3888 -2.083 -3.670 -1.376
C 1.1694 -0.5793 -0.1022 1.670 0.334 -0.150
O -2.2786 2.1839 -0.6784 1.237 1.320 1.456
H -0.3745 0.3292 1.0541 0.162 0.953 -0.370
H -0.3887 -1.2687 1.4718 0.749 -0.450 -0.286
H 0.0933 -2.1662 -0.8219 -0.725 1.729 -0.279
H -0.5055 -0.4241 -1.5566 0.347 -0.882 0.394
H -1.8935 1.4616 1.1252 -0.658 0.465 0.293
H -0.8165 2.7619 0.7024 1.317 2.075 -0.396

[17]
11
Properties=species:S:1:pos:R:3:forces:R:3 method="wB97M-V/def2-TZVPD" e_homo_ev="-8.025 / -8.025" homo_lumo_gap_ev="8.13 / 8.13" e_tot_ev=-6286.975
O 0.9867 1.6149 1.3733 -0.034 -0.266 0.164
C 0.1931 1.1303 0.3102 -0.221 -0.051 -0.378
C 0.5568 -0.2969 -0.0622 0.040 -0.065 -0.417
C -0.3795 -1.1750 -0.5995 -0.585 -0.052 0.253
C -1.4797 -1.5683 -1.1407 0.289 0.048 0.211
H 0.8212 1.0560 2.1436 0.058 0.149 -0.068
H -0.8866 1.1704 0.5326 0.231 -0.031 0.007
H 0.3759 1.8138 -0.5265 -0.045 -0.127 0.087
H 0.4943 -1.0648 -1.4135 0.388 0.443 0.185
H 1.6075 -0.5660 0.0492 -0.256 -0.118 -0.023
H -2.2897 -2.1144 -0.6665 0.135 0.069 -0.022

[18]
11
Properties=species:S:1:pos:R:3:forces:R:3 method="wB97M-V/def2-TZVPD" e_homo_ev=-9.068 homo_lumo_gap_ev=10.12 smiles="C=C=O.C=C" e_tot_ev=-6290.396
C -0.6390 1.4691 -0.4276 -0.218 0.087 0.002
C -1.1341 0.6032 0.4361 -0.598 0.125 0.642
O -1.6909 0.0033 1.2722 0.377 0.549 -0.668
H 0.1092 1.2392 -1.1700 -0.210 0.008 0.275
H -1.0880 2.4490 -0.3752 -0.079 0.107 -0.114
C 1.2001 -0.5830 0.3401 0.037 -0.308 -0.097
C 0.3085 -1.3704 -0.2582 0.373 -0.160 0.037
H 1.2708 -0.5169 1.4235 0.065 -0.150 -0.164
H 1.8522 0.0803 -0.2217 -0.054 -0.180 0.075
H -0.3634 -1.9995 0.3175 0.147 0.036 -0.102
H 0.1746 -1.3742 -1.3368 0.162 -0.114 0.114

[19]
11
Properties=species:S:1:pos:R:3:forces:R:3 method="wB97M-V/def2-TZVPD" e_homo_ev=-8.974 homo_lumo_gap_ev=9.14 e_tot_ev=-6287.201
C 1.7058 0.4193 -0.0797 0.584 0.359 0.039
C 1.9566 -0.8148 -0.2712 -2.884 -0.684 -0.001
C -0.7838 1.3243 0.2579 -0.600 1.128 -1.742
C -1.5124 0.3981 -0.3677 1.582 -1.624 -0.295
O -1.8201 -0.8859 0.1461 0.099 1.520 -0.859
H 0.8256 -1.1774 -0.2698 1.514 0.787 0.047
H 2.6148 -1.6079 -0.4532 1.092 -0.544 -0.124
H -0.4088 1.2944 1.2478 -0.135 -0.148 0.933
H -0.4799 2.2258 -0.3339 -0.370 -1.055 0.649
H -1.4821 0.3449 -1.4715 -0.887 0.352 0.720
H -1.6048 -0.8627 1.0749 0.006 -0.090 0.633

[20]
12
Properties=species:S:1:pos:R:3:forces:R:3 method="wB97M-V/def2-TZVPD" e_homo_ev=-8.270 homo_lumo_gap_ev=8.48 smiles="C=C=CC(O)O" e_tot_ev=-8336.836
C -2.1704 -1.3240 -0.4014 -0.645 -0.260 -0.066
C -0.9334 -0.9576 -0.2625 0.151 0.198 0.192
C 0.3087 -0.5848 -0.1320 0.104 -0.091 -0.418
C 0.7529 0.7116 0.4509 0.519 -0.436 1.153
O 2.0041 0.5604 1.0748 0.323 -0.001 0.209
O 0.9338 1.6506 -0.5825 -0.762 0.390 -0.073
H -2.4371 -2.3743 -0.4339 -0.260 -0.015 1.326
H -2.9582 -0.5866 -0.5075 0.100 -0.050 -1.323
H 1.0774 -1.2283 -0.5454 0.133 0.570 -1.117
H 0.0306 1.0883 1.1831 0.156 -0.089 0.083
H 2.6276 0.5300 0.3295 -0.047 0.023 0.423
H 0.7640 2.5145 -0.1731 0.229 -0.238 -0.389